# 1
DFT (the ωB97M-V functional and the def2-TZVPD basis) results for a structure of composition C27H32F3N5OPReS in a non-equilibrium geometry.

expectation value of S² = 3.82
total charge = +3
energy above the lowest of the compared OMol25 structures with the same formula, charge and spin = 0.0 kJ/mol
max |F| = 1.2 eV/A
multiplicity = 4
HOMO-LUMO gap (alpha / beta) = 6.386 / 5.565 eV

The geometry in XYZ format:
```
71
Properties=species:S:1:pos:R:3:forces:R:3
Re 0.03384 -0.60968 0.01971 0.135 0.774 0.863
S -1.58891 0.90774 0.57662 0.464 -0.400 -0.112
P 1.03444 0.48847 -1.86362 0.059 0.312 -0.533
F 8.34624 1.67062 3.76240 0.061 0.059 -0.046
F 8.32055 -0.35644 4.52120 0.041 -0.057 0.010
F 7.34234 1.22757 5.62498 -0.023 0.024 0.073
O -1.13430 -1.98948 0.52312 -0.290 -0.624 0.181
N 1.18115 0.87240 -4.54857 0.016 0.047 -0.008
N 1.54109 2.81642 -3.16264 0.043 0.002 -0.087
N 3.28497 1.12807 -3.35088 -0.046 -0.012 0.033
N -3.12211 -1.29886 1.47545 0.110 0.201 0.109
N -3.95901 0.78501 1.73641 -0.025 0.072 0.019
C 4.85403 -0.90615 2.40537 -0.025 0.039 -0.013
C 4.28493 1.44732 2.77043 -0.071 0.051 -0.015
C 1.71730 -0.12049 0.88163 -0.468 -0.317 -0.367
C 0.89671 2.34299 -1.94889 0.046 -0.180 0.031
C -1.74042 -4.65053 1.01514 -0.026 0.006 -0.003
C -2.30860 -2.24903 1.14748 0.202 0.166 -0.147
C 2.95178 2.62822 -3.19312 -0.135 -0.040 0.003
C -3.81679 -3.94574 2.06722 -0.017 0.021 -0.009
C 0.91670 2.30458 -4.38858 0.027 -0.079 0.104
C -2.05876 -5.96660 1.27732 0.009 0.028 -0.005
C 2.57641 0.61431 -4.62797 -0.096 0.040 0.069
C 6.31724 0.52468 3.64114 0.041 0.006 0.018
C 2.79462 -0.00323 1.49432 -0.142 0.225 0.095
C -2.98110 0.01692 1.33276 -0.100 0.060 -0.249
C -4.12451 -5.26354 2.32561 -0.073 -0.016 0.038
C 7.60911 0.76039 4.40582 -0.096 -0.035 -0.042
C 5.45149 1.60708 3.47739 0.011 0.018 0.010
C -4.66634 2.80430 0.44490 0.008 -0.083 0.010
C 2.86370 0.35027 -2.13854 -0.065 -0.024 0.050
C 0.47069 0.04680 -3.57774 0.090 0.049 0.117
C 6.02238 -0.72793 3.11536 -0.033 -0.006 -0.012
C -5.20550 0.15639 2.26660 -0.099 0.025 -0.036
C 3.97675 0.18468 2.21936 0.024 -0.253 -0.053
C -3.24859 -6.27059 1.93358 0.017 -0.072 -0.003
C -2.61929 -3.62795 1.40830 0.165 -0.101 -0.056
C -3.95356 2.26514 1.67736 -0.080 -0.037 -0.063
C -6.04565 -0.50920 1.18762 0.035 0.020 -0.035
H 5.70260 2.56549 3.91207 -0.002 0.004 -0.001
H -0.81975 -4.41012 0.50297 0.009 -0.001 0.007
H -5.04548 -5.51500 2.83403 0.022 0.003 -0.008
H 3.43221 2.97365 -2.28033 0.015 0.000 0.049
H -5.76291 0.96227 2.73736 0.025 0.012 0.017
H 1.36925 2.76790 -1.06232 0.018 0.049 0.012
H -6.34389 0.20146 0.41742 -0.004 -0.015 0.013
H 3.14724 -0.69334 -2.27299 0.028 -0.032 -0.029
H -5.51739 -1.33894 0.71923 -0.039 0.033 0.019
H 2.79692 -0.44763 -4.71419 -0.004 -0.042 0.009
H -2.92989 2.62288 1.73327 0.095 -0.015 0.009
H -4.44928 2.60318 2.58429 0.003 -0.015 0.045
H 4.29587 1.02497 -3.47090 0.018 0.009 -0.008
H -1.38823 -6.75932 0.97432 -0.019 0.017 0.014
H 6.70434 -1.55186 3.26894 0.004 -0.009 -0.004
H -0.15493 2.63005 -1.93959 -0.022 0.005 -0.030
H -4.19755 2.44863 -0.47503 -0.018 0.014 0.028
H 4.60011 -1.87481 1.99475 0.020 0.021 0.020
H 0.66144 -1.01080 -3.76500 0.001 -0.030 -0.033
H 3.38557 0.73717 -1.26350 0.040 0.027 0.007
H -3.49529 -7.30455 2.14228 0.009 0.041 -0.013
H 3.02762 1.15405 -5.45857 0.006 0.028 -0.024
H 3.39187 3.12783 -4.05381 0.008 0.014 -0.043
H -4.48686 -3.15284 2.36785 -0.001 -0.018 0.013
H 3.59772 2.27400 2.64576 0.016 -0.020 0.001
H -5.71570 2.51177 0.43454 0.020 0.013 -0.008
H 1.31839 2.84179 -5.24584 0.040 0.011 -0.020
H -0.60432 0.20588 -3.66657 -0.022 0.029 -0.004
H -6.95207 -0.90003 1.64922 0.001 0.008 -0.009
H -0.15659 2.47578 -4.34924 -0.019 0.003 -0.002
H -4.91864 -0.55178 3.03902 0.054 -0.026 0.030
H -4.62551 3.89321 0.45642 0.003 -0.028 0.005
```
Forces are in eV/Å.

=====

# 2
DFT (the ωB97M-V functional and the def2-TZVPD basis) results for a structure of composition C27H32F6GeN4NdO5S2Se in a non-equilibrium geometry.

expectation value of S² = 3.75
total charge = +1
energy above the lowest of the compared OMol25 structures with the same formula, charge and spin = 170.2 kJ/mol
max |F| = 4.4 eV/A
multiplicity = 4
HOMO-LUMO gap (alpha / beta) = 6.562 / 6.601 eV

The geometry in XYZ format:
```
79
Properties=species:S:1:pos:R:3:forces:R:3
Nd -7.43695 -10.57345 -11.25467 -1.341 -1.277 0.843
Se -7.09597 -13.38031 -12.42838 -0.839 0.104 -0.119
Ge -6.16049 -15.16810 -15.10819 0.012 -1.595 -0.644
S -5.07513 -6.86538 -9.17375 -1.296 -3.062 -2.087
S -4.84242 -9.58270 -10.28247 0.600 0.113 1.188
F -2.49487 -10.79379 -9.84102 -0.786 0.548 -0.924
F -2.49829 -9.16078 -11.34088 -0.416 -0.521 0.703
F -7.66790 -6.31817 -8.52480 1.029 -1.066 0.270
F -6.79880 -8.11920 -7.49581 -0.457 1.151 -1.989
F -3.17390 -11.09911 -11.88762 -0.863 -0.396 0.236
F -7.50623 -8.15322 -9.62544 0.860 -0.113 0.562
O -5.57593 -10.81687 -9.70845 1.291 2.676 -1.679
O -5.26960 -6.21457 -10.45418 0.361 -1.250 1.276
O -4.39060 -6.26036 -8.12130 0.374 0.874 1.286
O -5.48933 -9.12918 -11.61414 0.958 -0.934 2.814
O -8.33083 -11.69283 -9.48002 -0.254 -0.244 -0.050
N -4.43896 -8.54904 -9.09112 -1.760 0.510 -3.295
N -8.74015 -8.88463 -12.31461 -1.323 1.569 0.662
N -10.52863 -11.60701 -10.21368 0.919 -1.803 2.009
N -9.96282 -10.85722 -11.13662 0.071 2.018 -0.476
C -4.22290 -15.49067 -15.06598 0.679 0.213 -0.063
C -10.11329 -6.80089 -13.45751 0.473 1.400 -0.866
C -5.42917 -13.76402 -11.44914 -0.417 -0.160 -1.442
C -9.26967 -14.80801 -6.92034 2.887 1.131 -0.035
C -9.52560 -9.09056 -18.42413 -0.020 0.763 -1.120
C -7.10971 -16.50441 -14.02974 1.574 -0.924 0.504
C -6.75844 -15.10618 -16.96894 -0.645 0.431 -0.583
C -10.75397 -9.98793 -11.70965 -1.407 -2.363 0.664
C -12.25067 -10.05875 -11.51926 0.122 1.049 0.367
C -10.13826 -8.94092 -12.40472 2.285 2.563 -2.695
C -9.57308 -12.05233 -9.34338 -1.223 1.270 -1.954
C -8.06864 -7.70936 -12.55663 -0.900 -1.733 -1.603
C -9.38780 -10.00536 -15.83368 0.328 0.142 -1.580
C -8.36324 -8.83482 -17.69291 -0.223 1.084 -0.701
C -6.87320 -7.40309 -8.65997 -0.173 0.727 1.331
C -10.83920 -7.92459 -13.15865 1.012 -1.374 1.687
C -10.50046 -10.31765 -16.63630 0.722 0.120 0.097
C -10.59029 -9.83368 -17.94025 0.181 -0.012 0.006
C -9.99079 -12.99044 -8.31296 0.449 -0.688 -0.020
C -6.60837 -13.43562 -14.39518 -0.895 0.135 1.798
C -8.71692 -6.69623 -13.21431 -1.037 0.390 0.616
C -11.31894 -13.40132 -8.08752 0.222 0.927 -0.818
C -8.31742 -9.25696 -16.34912 0.494 0.147 -0.396
C -10.56221 -15.11998 -6.64643 0.462 -1.702 0.851
C -11.57333 -14.51056 -7.31588 0.120 1.662 -0.559
C -8.94427 -13.70856 -7.75826 -1.891 -1.541 1.427
C -3.15123 -10.24649 -10.88232 1.293 1.029 0.524
H -3.88614 -16.31451 -14.42471 -0.413 0.129 0.043
H -3.66992 -14.59086 -14.71480 -0.264 -0.491 -0.462
H -8.18520 -5.79203 -13.44708 0.016 0.226 -0.082
H -7.63838 -8.18868 -18.29986 -0.546 -1.115 1.700
H -12.77979 -9.38643 -12.23206 0.258 -0.870 0.506
H -6.99976 -14.03904 -17.22509 0.315 -0.978 -0.016
H -7.95583 -13.39803 -7.91353 1.221 0.162 -0.278
H -11.40906 -10.02250 -18.64801 0.154 -0.090 0.770
H -5.97131 -15.48850 -17.63198 -0.153 0.302 0.127
H -9.63397 -8.62624 -19.43904 0.296 -0.676 0.971
H -7.43357 -12.95208 -14.89979 -0.620 -0.207 0.011
H -12.49326 -9.70097 -10.49700 0.120 -0.093 -0.441
H -6.45150 -16.57945 -13.08846 -1.192 -0.261 -1.197
H -5.86405 -12.71470 -14.43820 1.833 1.152 -0.374
H -6.98605 -7.73529 -12.40435 -0.423 0.260 0.100
H -12.58301 -11.09436 -11.52381 -0.062 0.060 -0.340
H -10.78006 -15.89677 -5.91224 0.021 0.037 -0.348
H -11.21847 -10.99857 -16.23062 -0.554 -0.153 0.094
H -7.66673 -15.71127 -17.19051 0.551 0.419 0.403
H -7.23448 -17.52042 -14.52007 0.363 1.290 0.619
H -7.43395 -9.03585 -15.71761 -0.615 -0.187 -0.468
H -8.40742 -15.33494 -6.44911 -0.983 0.333 -0.273
H -11.90088 -8.03537 -13.37759 0.413 0.240 0.146
H -5.54305 -14.56767 -10.76232 -0.479 -0.749 0.350
H -10.63068 -5.91531 -13.90254 0.545 -0.976 0.225
H -5.06282 -12.91979 -10.90597 0.399 0.561 -0.137
H -3.88388 -15.77449 -16.08413 -0.146 0.444 0.528
H -9.26470 -10.48226 -14.88757 -0.198 -0.046 0.732
H -4.86481 -14.09579 -12.31351 0.941 0.128 0.397
H -12.54029 -14.86240 -7.20649 -1.864 -0.403 0.336
H -8.07311 -16.12535 -13.75830 -0.619 0.115 0.278
H -12.09761 -12.78183 -8.53944 0.069 -0.551 0.060
```
Forces are in eV/Å.

=====

# 3
DFT (the ωB97M-V functional and the def2-TZVPD basis) results for a structure of composition C27H32FeNO2 in a non-equilibrium geometry.

expectation value of S² = 6.10
total charge = -1
max |F| = 4.6 eV/A
multiplicity = 5
HOMO-LUMO gap (alpha / beta) = 3.340 / 5.330 eV

The geometry in XYZ format:
```
63
Properties=species:S:1:pos:R:3:forces:R:3
Fe -2.64605 0.64231 -2.34644 0.030 -0.282 0.233
O 3.00985 4.01524 1.75657 0.118 0.928 0.860
O 4.29514 -2.69203 1.57229 -0.285 0.031 -0.578
N 1.67740 -2.25321 0.91746 4.562 -0.674 -0.035
C 2.18847 -3.63300 0.72783 -0.361 0.699 0.279
C 4.07573 -1.41814 0.96125 0.266 -0.403 0.144
C -1.92436 -2.63618 1.53534 -0.227 -0.079 -0.198
C -1.14398 0.50868 -3.61445 0.361 0.118 -1.701
C -2.22164 -0.41470 -3.95167 0.517 0.260 -1.808
C -0.60049 -3.22391 0.97691 -0.217 -0.039 -0.130
C 3.70914 -3.73271 0.78228 0.397 0.526 0.200
C -0.30838 -0.76551 1.23210 0.102 -1.275 1.031
C 2.74450 4.42682 3.12409 0.118 -0.213 -1.023
C -2.49249 1.61182 -0.63752 -0.279 -0.062 1.895
C 0.73325 3.18116 1.70619 0.958 -0.157 -0.016
C -0.40770 0.03533 -0.06404 -0.440 1.638 -1.503
C 2.59220 -1.09179 0.75200 -0.689 -0.345 -0.220
C -1.82652 0.32126 -0.55796 -0.403 -0.215 1.544
C -4.08710 -0.03170 -1.13490 -0.400 -0.415 1.481
C 0.35863 1.34459 0.15902 -0.494 -0.114 -0.157
C -0.02711 2.11329 1.26361 -0.010 -0.091 -0.319
C -1.63129 -1.17379 1.93934 0.371 -0.169 0.286
C -3.11352 1.75978 -3.90894 0.536 0.206 -1.819
C -3.88008 1.39442 -1.00614 -0.433 0.085 2.043
C -2.81492 -0.69327 -0.90779 -0.166 -0.049 1.854
C -3.43582 0.36172 -4.13443 0.451 0.165 -1.784
C -1.69649 1.85071 -3.59024 0.302 0.245 -1.769
C 2.00087 3.37284 1.10931 -0.813 -0.776 -0.179
C 2.29507 2.75320 -0.13026 0.082 0.558 0.953
C 1.45138 1.76589 -0.61048 -0.657 -0.083 0.199
C 0.37142 -2.09115 1.00984 -3.482 0.478 0.748
H 2.41428 3.57007 3.73326 0.063 0.261 -0.226
H 4.52191 -0.68120 1.64995 -0.103 -0.307 -0.400
H 3.22625 2.99949 -0.63725 -0.160 -0.010 0.122
H -0.28942 -4.10373 1.56790 -0.062 0.185 -0.195
H 1.79823 -4.26924 1.53873 -0.100 0.304 -0.334
H -3.78548 2.60044 -4.06009 0.125 -0.233 0.203
H 1.83044 -4.02827 -0.23948 0.048 -0.095 0.280
H -0.09621 0.25079 -3.48192 -0.266 0.024 0.041
H -4.63170 2.17847 -1.07340 0.187 -0.310 -0.097
H -1.42472 -1.16878 3.02073 -0.015 0.081 -0.178
H -2.46019 -0.47847 1.76727 0.148 -0.207 -0.208
H 1.98794 5.22712 3.14853 0.230 -0.248 0.068
H -2.61372 -1.76535 -0.90429 -0.195 0.478 -0.238
H -1.13032 2.76833 -3.43064 -0.239 -0.332 0.080
H 2.46951 -0.67763 -0.26446 -0.003 0.044 0.316
H -5.03670 -0.55121 -1.27044 0.342 0.298 -0.225
H 0.27093 -0.20379 1.97965 -0.096 0.105 -0.274
H -2.72149 -2.68672 0.78311 0.233 0.009 0.305
H 4.60006 -1.36632 -0.01667 -0.049 -0.148 0.447
H -2.11300 -1.48143 -4.12960 -0.055 0.257 0.194
H -0.92522 1.84230 1.82538 0.213 0.059 -0.315
H 0.07603 -0.51886 -0.88710 0.111 0.067 0.327
H -0.73290 -3.57192 -0.06854 -0.161 -0.181 0.262
H -4.39202 -0.02329 -4.48119 0.232 0.088 0.250
H 4.11936 -3.71222 -0.24695 0.103 0.010 0.400
H 2.33560 -0.28800 1.46179 -0.305 -0.428 -0.297
H 3.69970 4.80150 3.48971 -0.116 0.011 0.008
H 0.41373 3.73372 2.59246 0.221 -0.193 -0.323
H -2.01948 2.56871 -0.41533 -0.253 -0.331 -0.220
H 3.99684 -4.65998 1.29908 -0.043 0.195 -0.454
H -2.26831 -3.21649 2.40171 0.066 0.104 -0.152
H 1.63494 1.30404 -1.58212 0.084 -0.053 0.325
```
Forces are in eV/Å.